No. 1
Computed, not measured: a cluster of 2 separate species, C9H14OS in total at a distorted geometry, with wB97M-V/def2-TZVPD.

E_LUMO (spin up / spin down) in hartree: -0.136 / -0.265
Gap between HOMO and LUMO (spin up / spin down) in eV: 8.737 / 4.742
HOMO energy (spin up / spin down) in eV: -12.44 / -11.96
F_max in Eh/bohr: 0.120
E_tot in eV: -22432.025

Structure (ORCA input):
```
! wB97M-V def2-TZVPD RIJCOSX def2/J DEFGRID3
* xyz 1 2
S 0.15 -1.10 1.41
O 0.97 -0.62 -3.00
C -1.35 0.54 -0.40
C -1.35 2.68 0.83
C -0.73 -2.60 0.63
C 1.26 1.19 -1.39
C 0.66 1.99 -0.44
C 0.45 0.16 -1.97
C -0.78 -0.21 -1.52
C -0.67 1.75 -0.05
C 1.91 -1.44 1.70
H -1.16 2.23 1.78
H 2.24 1.24 -1.49
H 1.23 2.83 0.19
H 2.34 -0.42 1.93
H -1.48 -2.12 0.05
H 0.06 -3.13 0.15
H -0.95 3.74 0.93
H 2.43 -1.95 0.79
H -1.33 -3.43 1.25
H 0.26 -1.24 -3.45
H -1.39 -1.05 -1.50
H 2.02 -2.14 2.59
H -2.33 0.28 0.13
H -2.45 2.80 0.86
*
```

---

No. 2
Computed, not measured: a cluster of 2 separate species, C9H14S in total at a distorted geometry, with wB97M-V/def2-TZVPD.

E_LUMO in hartree: 0.031
Gap between HOMO and LUMO in eV: 9.200
HOMO energy in eV: -8.35
F_max in Eh/bohr: 0.091
E_tot in eV: -20393.420

Structure (ORCA input):
```
! wB97M-V def2-TZVPD RIJCOSX def2/J DEFGRID3
* xyz 0 1
S 2.07 -2.33 -1.90
C -0.61 1.34 -0.27
C -2.80 0.11 -0.15
C 0.20 -1.82 -1.61
C 0.56 1.82 0.25
C 0.77 1.67 1.63
C -1.36 0.52 1.84
C -0.23 1.09 2.42
C -1.58 0.66 0.42
C 3.01 -1.14 -1.01
H -0.15 -1.30 -2.44
H 3.56 -1.60 -0.23
H 0.00 0.98 3.48
H -2.18 -0.09 2.29
H 2.14 -0.62 -0.45
H -3.19 0.62 -0.95
H -3.54 -0.10 0.64
H 1.19 2.44 -0.45
H -2.70 -1.01 -0.29
H 3.72 -0.51 -1.70
H -0.72 1.52 -1.33
H 1.80 1.69 1.97
H 0.33 -1.20 -0.75
H -0.28 -2.71 -1.40
*
```

---

No. 3
Computed, not measured: a cluster of 2 separate species, C9H14S in total at a distorted geometry, with wB97M-V/def2-TZVPD.

E_LUMO in hartree: 0.032
Gap between HOMO and LUMO in eV: 9.868
HOMO energy in eV: -8.99
F_max in Eh/bohr: 0.034
E_tot in eV: -20394.787

Structure (ORCA input):
```
! wB97M-V def2-TZVPD RIJCOSX def2/J DEFGRID3
* xyz 0 1
S 4.08 -2.24 0.61
C -1.17 0.93 1.09
C -3.02 2.50 0.41
C -2.28 -1.09 -0.44
C -0.55 -0.32 1.05
C 2.89 -0.98 -0.01
C -2.85 0.17 -0.44
C 3.28 -0.51 -1.40
C -2.39 1.14 0.46
C -1.08 -1.31 0.24
H -0.63 1.76 1.53
H 1.85 -1.27 0.01
H -3.09 3.06 1.34
H 2.56 0.12 -1.91
H 4.27 -0.05 -1.47
H -2.46 3.14 -0.29
H -2.75 -1.95 -0.90
H 5.17 -1.45 0.49
H 3.40 -1.38 -2.05
H 0.32 -0.53 1.66
H -0.78 -2.35 0.38
H -4.02 2.44 -0.03
H 2.98 -0.19 0.74
H -3.73 0.36 -1.05
*
```

---

Look up the E_tot of the second one. -20393.420 eV